i:
The following is a DFT calculation (ωB97M-V with the def2-TZVPD basis set) of a 2-piece molecular cluster, C4H10O2 overall.

The geometry in ORCA input format:
```
! wB97M-V def2-TZVPD RIJCOSX def2/J DEFGRID3
* xyz 0 1
C -1.7900 0.6341 2.5970
C -0.7326 1.1997 3.5434
O 0.3254 1.3623 2.9198
H -2.2927 -0.2205 3.0941
H -2.4186 1.4251 2.2843
H -1.4359 0.2606 1.6607
H -1.1266 1.6969 4.4705
C 0.7783 -0.4055 -1.3829
C 1.4202 -1.0243 -2.6012
O 0.6495 -1.4262 -3.8728
H 1.4542 -0.5072 -0.4777
H -0.2711 -0.7062 -0.9734
H 0.7796 0.7296 -1.6196
H 2.2536 -0.4570 -3.0576
H 1.9061 -2.0317 -2.2711
H 0.5005 -0.5297 -4.3135
*
```

The calculation puts the highest occupied orbital energy at -0.363 Ha. The SMILES is CC=O.CCO. Its HOMO-LUMO gap is 0.3913 hartree.


ii:
The following is a DFT calculation (ωB97M-V with the def2-TZVPD basis set) of a 2-piece molecular cluster, C4H10O2 overall.

The geometry in ORCA input format:
```
! wB97M-V def2-TZVPD RIJCOSX def2/J DEFGRID3
* xyz 0 1
C -2.4064 -0.8702 0.1098
C -1.2150 -0.1724 -0.5236
O -0.4085 0.4471 0.4710
C 1.4674 1.0363 -0.3359
C 2.4625 0.3357 0.4818
O 1.6680 -0.7959 0.5301
H -2.0728 -1.6726 0.7758
H -3.0494 -1.3089 -0.6617
H -2.9952 -0.1593 0.6976
H -1.5532 0.6134 -1.2098
H -0.6065 -0.8879 -1.0951
H 1.0201 1.9929 -0.0887
H 1.3394 0.6777 -1.3510
H 2.6522 0.8261 1.4514
H 3.4286 0.1927 -0.0324
H 0.2687 -0.2549 0.7807
*
```

The calculation puts the highest occupied orbital energy (spin up / spin down) at -0.328 / -0.328 Ha. Its HOMO-LUMO gap (spin up / spin down) is 0.3174 / 0.3174 hartree.


iii:
The following is a DFT calculation (ωB97M-V with the def2-TZVPD basis set) of a 3-piece molecular cluster, C4H10O2 overall.

The geometry in ORCA input format:
```
! wB97M-V def2-TZVPD RIJCOSX def2/J DEFGRID3
* xyz 0 1
C -0.5595 2.4227 -0.2659
C 0.1962 1.3414 -0.1085
C 0.9784 1.0437 1.1048
C 1.7515 -0.0335 1.1875
H -0.7259 3.0778 0.5794
H -0.8080 2.8873 -1.2138
H 0.2641 0.4674 -0.7529
H 0.7309 1.6288 1.9868
H 2.4458 -0.1635 2.0145
H 1.8351 -0.8930 0.5353
O 0.2107 -3.4340 0.8015
H 0.2714 -2.4815 0.9152
H -0.3926 -3.6117 0.0750
O -2.0633 -0.2736 -2.2676
H -1.2220 -0.7202 -2.1477
H -1.9652 0.6097 -1.8939
*
```

The calculation puts the highest occupied orbital energy at -0.346 Ha. The SMILES is C=CC=C.O.O. Its HOMO-LUMO gap is 0.3608 hartree.


Relative to the most stable structure, the computed energies are i 9.8; ii 46.5; iii 0.0, all in kcal/mol.


i:
The following is a DFT calculation (ωB97M-V with the def2-TZVPD basis set) of an isolated ion of composition C2H6N3O2 and charge -1.

The geometry in ORCA input format:
```
! wB97M-V def2-TZVPD RIJCOSX def2/J DEFGRID3
* xyz -1 1
N 1.7650 -0.3843 -0.2434
N 0.9583 -0.1315 0.9007
C -0.4007 0.2462 0.5639
N -0.4780 1.5841 0.0147
C -1.1289 -0.8252 -0.3009
O -0.7390 -2.0071 -0.1477
O -2.0619 -0.4051 -1.0318
H 1.7898 0.4211 -0.8430
H 1.4257 -1.2031 -0.7393
H 0.9077 -0.9920 1.4202
H -0.9541 0.2559 1.5083
H -1.3585 1.6687 -0.4724
H 0.2747 1.7722 -0.6294
*
```

The calculation puts the highest occupied orbital energy at -0.141 Ha. The SMILES is NN[C@@H](N)C(=O)[O-]. Its HOMO-LUMO gap is 0.3057 hartree.


ii:
The following is a DFT calculation (ωB97M-V with the def2-TZVPD basis set) of an isolated ion of composition C2H6N3O2 and charge -1.

The geometry in ORCA input format:
```
! wB97M-V def2-TZVPD RIJCOSX def2/J DEFGRID3
* xyz -1 1
C 0.5291 -1.3509 0.2352
N -0.2123 0.0942 -0.3647
C 0.6028 0.5735 -1.4456
N -0.4198 1.0814 0.5860
N -1.3354 0.8204 1.4434
O -1.8509 -0.3098 1.5795
O -1.6616 1.7652 2.1946
H 0.5483 -2.0312 -0.6008
H 1.5190 -1.0666 0.5769
H -0.1172 -1.6663 1.0396
H 1.5513 1.0408 -1.1308
H 0.8240 -0.2642 -2.1122
H 0.0227 1.3137 -2.0013
*
```

The calculation puts the highest occupied orbital energy at -0.110 Ha. The SMILES is CN(C)N=[N+]([O-])[O-]. Its HOMO-LUMO gap is 0.2618 hartree.


Relative to the most stable structure, the computed energies are i 0.0; ii 107.1, all in kcal/mol.


i:
The following is a DFT calculation (ωB97M-V with the def2-TZVPD basis set) of C6H6O in the gas phase.

The geometry in ORCA input format:
```
! wB97M-V def2-TZVPD RIJCOSX def2/J DEFGRID3
* xyz 0 1
C 2.3086 0.8402 0.3671
C 1.2609 0.8839 -0.2262
C -0.0637 0.9125 -0.8524
C -1.0804 0.1176 -0.0050
O -1.1341 0.6180 1.3104
C -0.7978 -1.3307 -0.0144
C -0.5814 -2.5139 0.0279
H 3.2489 0.8017 0.8720
H -0.4180 1.9480 -0.9119
H -0.0176 0.5138 -1.8721
H -2.0771 0.2819 -0.4302
H -0.2498 0.4922 1.6896
H -0.3984 -3.5654 0.0452
*
```

The calculation puts the highest occupied orbital energy at -0.376 Ha. The SMILES is C#CC[C@H](O)C#C. Its HOMO-LUMO gap is 0.4102 hartree.


ii:
The following is a DFT calculation (ωB97M-V with the def2-TZVPD basis set) of C6H6O in the gas phase.

The geometry in ORCA input format:
```
! wB97M-V def2-TZVPD RIJCOSX def2/J DEFGRID3
* xyz 0 1
C -0.7358 -1.1811 0.1822
C -0.9806 -1.4522 1.3775
C -0.3156 0.8701 -1.2033
C -0.2567 -0.6846 -1.1521
C 0.3556 -0.2273 1.1053
C 0.8758 0.1773 -0.5492
O 0.0730 0.8992 1.8341
H -0.1090 1.0809 -2.1924
H -0.9740 1.3763 -0.5492
H -0.1943 -1.1250 -2.0542
H 1.1216 -0.8500 1.5704
H 1.9101 0.1575 -0.6185
H -0.7702 0.9589 2.2491
*
```

The calculation puts the highest occupied orbital energy at -0.348 Ha. Its HOMO-LUMO gap is 0.3829 hartree.


Relative to the most stable structure, the computed energies are i 0.0; ii 66.6, all in kcal/mol.


i:
The following is a DFT calculation (ωB97M-V with the def2-TZVPD basis set) of a 2-piece molecular cluster, C3H12N4 overall.

The geometry in ORCA input format:
```
! wB97M-V def2-TZVPD RIJCOSX def2/J DEFGRID3
* xyz 0 1
H 2.5536 0.0284 0.1441
N 2.0381 0.9207 0.2951
C 2.4141 1.3438 1.4750
N 2.1153 2.5779 1.9675
H 2.8978 0.6384 2.1322
H 2.0430 2.6974 2.9670
H 1.3767 3.0700 1.4090
N -2.4118 -1.9475 -2.3676
C -1.3535 -1.8042 -1.3606
C -1.6951 -0.5346 -0.5334
N -0.7790 -0.4234 0.6325
H -2.2208 -2.7937 -2.8783
H -2.3542 -1.2198 -3.0517
H -0.3351 -1.7046 -1.7634
H -1.3305 -2.6342 -0.6379
H -1.6742 0.4085 -1.1287
H -2.7491 -0.5647 -0.1746
H 0.0775 0.0829 0.3999
H -1.2152 0.0671 1.4043
*
```

The calculation puts the highest occupied orbital energy at -0.321 Ha. The SMILES is [H]/N=C/N.NCCN. Its HOMO-LUMO gap is 0.3534 hartree.


ii:
The following is a DFT calculation (ωB97M-V with the def2-TZVPD basis set) of a 2-piece molecular cluster, C3H12N4 overall.

The geometry in ORCA input format:
```
! wB97M-V def2-TZVPD RIJCOSX def2/J DEFGRID3
* xyz 0 1
C -0.3887 -0.4226 0.3576
C 0.9097 0.0796 -0.0849
C -1.2258 -1.2992 -0.5125
N -0.9593 1.7648 -0.8486
N -0.7650 -0.2748 1.6368
N 1.8066 0.5745 0.9287
N 1.5198 -0.7374 -1.1026
H 0.3475 1.1132 -0.6148
H -1.7460 -0.3564 1.8580
H -1.5183 2.5266 -0.4582
H -1.2886 1.6036 -1.8032
H -0.2534 0.4036 2.1836
H 2.0919 -0.0741 1.6523
H 1.5558 1.4710 1.3233
H 1.9660 -1.5660 -0.7206
H 2.2261 -0.2075 -1.5975
H -1.0547 -1.0712 -1.5597
H -0.9366 -2.3444 -0.3500
H -2.2870 -1.1836 -0.2877
*
```

The calculation puts the highest occupied orbital energy at -0.261 Ha. Its HOMO-LUMO gap is 0.2846 hartree.


Relative to the most stable structure, the computed energies are i 0.0; ii 51.7, all in kcal/mol.


i:
The following is a DFT calculation (ωB97M-V with the def2-TZVPD basis set) of an isolated ion of composition C3H9S3 and charge -1.

The geometry in ORCA input format:
```
! wB97M-V def2-TZVPD RIJCOSX def2/J DEFGRID3
* xyz -1 1
C -1.5623 -2.1695 1.5796
S -2.2055 -0.8151 0.5581
H -1.1354 -2.9719 0.9730
H -0.8215 -1.8114 2.2948
H -2.3877 -2.6192 2.1404
C -0.2346 1.6331 0.9117
S 0.1572 0.0655 0.0364
S 2.1781 0.8394 -0.7204
C 1.7804 0.5403 -2.4801
H 0.1476 2.4505 0.3027
H -1.3132 1.6971 0.9953
H 0.2393 1.6482 1.8915
H 0.7883 0.9343 -2.6911
H 2.5014 1.0978 -3.0834
H 1.8679 -0.5191 -2.7085
*
```

The calculation puts the highest occupied orbital energy at -0.104 Ha. Its HOMO-LUMO gap is 0.2313 hartree.


ii:
The following is a DFT calculation (ωB97M-V with the def2-TZVPD basis set) of C3H9S3 as an isolated structure.

The geometry in ORCA input format:
```
! wB97M-V def2-TZVPD RIJCOSX def2/J DEFGRID3
* xyz -1 1
S 2.0301 2.4054 2.6869
S 0.1252 2.2912 1.8676
H 2.2625 1.0630 2.6795
H 0.3177 0.8778 1.3138
C 0.0234 0.2355 -1.6626
C -0.5403 -1.0942 -1.1900
C -0.9086 -1.0494 0.3277
S 0.5445 -0.9107 1.3943
H -0.7732 0.9852 -1.6084
H 0.3455 0.2106 -2.7088
H 0.8655 0.5598 -1.0525
H -1.4153 -1.3974 -1.7775
H 0.1980 -1.8944 -1.2839
H -1.3980 -2.0033 0.5481
H -1.6768 -0.2793 0.4659
*
```

The calculation puts the highest occupied orbital energy at -0.126 Ha. Its HOMO-LUMO gap is 0.2514 hartree.


Relative to the most stable structure, the computed energies are i 10.3; ii 0.0, all in kcal/mol.